Entry 1:
The following is a DFT calculation (ωB97M-V/def2-TZVPD) of C16H21N3O4S in the gas phase at a distorted geometry.

Geometry (Å):
H1 3.5256 -0.4791 2.6253
C1 -0.6393 -1.0492 -2.0127
C2 -2.9740 2.5765 -2.0263
O1 -0.0701 1.6697 0.9299
H2 0.7332 3.4874 0.8105
H3 -2.8827 -1.8347 0.3879
C3 -2.1716 1.3122 -2.0385
C4 -2.0050 -1.0809 -2.2646
H4 -3.9797 2.4037 -2.4004
N1 2.1494 1.7560 -0.9463
H5 2.6793 0.1482 4.0589
N2 -1.0531 -0.3293 1.0224
C5 -0.0376 -2.1046 2.2151
H6 0.5766 -2.4835 -1.0182
H7 -2.7601 -2.7976 1.8766
N3 0.9721 0.0503 2.1786
C6 -1.0591 -1.5955 1.4341
O2 2.3268 0.0705 -2.7587
H8 -2.4986 3.3420 -2.6370
H9 3.1042 2.7698 0.5938
H10 1.2501 2.5584 2.2513
H11 -0.0052 -3.1296 2.5401
H12 1.0463 -2.1599 -2.6730
C7 -2.7607 0.0776 -2.2670
C8 0.1874 -2.2916 -2.0170
S1 1.7079 0.2373 -1.4732
H13 2.6275 1.0760 0.8880
H14 -0.3974 -3.1467 -2.3483
O3 1.9834 -1.6608 3.3263
C9 -0.8028 1.3517 -1.7979
C10 3.0449 -0.7553 3.5661
H15 -1.8708 -3.2930 0.4383
C11 2.3138 2.0259 0.4542
H16 3.7459 -1.2827 4.2096
H17 1.8759 2.5189 -1.5407
H18 -2.4822 -2.0303 -2.4611
C12 -0.0639 0.1905 -1.7638
C13 -0.0320 0.4173 1.3955
C14 -2.2199 -2.4327 1.0049
C15 1.0455 2.5053 1.1766
H19 -3.0444 2.9551 -1.0073
H20 -0.3264 2.3031 -1.6209
H21 -3.8235 0.0202 -2.4543
C16 0.9826 -1.2184 2.5665
O4 2.0816 -0.6681 -0.4234

The total energy comes out at -1485.71546 Ha. The value obtained for the HOMO energy is -8.725 eV. Its HOMO-LUMO gap is 9.32 eV. The SMILES is COc1cc(C)nc(OCCNS(=O)(=O)c2cc(C)ccc2C)n1. The relative energy (zero: lowest compared OMol25 entry of this formula, charge and spin) is 197.5 kJ/mol.

Entry 2:
The following is a DFT calculation (ωB97M-V/def2-TZVPD) of C16H21N5O3S in the gas phase.

Geometry (Å):
C1 -2.6693 -1.6893 -0.5557
H1 1.1993 -1.3707 0.0607
C2 -2.0453 3.0797 -0.4480
H2 -4.3592 -2.0152 1.3085
H3 4.0917 2.3221 -0.8308
H4 -4.0921 -0.4293 2.0897
H5 -6.1203 -2.2379 -0.4977
N1 -0.1790 2.0524 0.7089
C3 -2.7443 0.4941 -0.1823
C4 1.0238 1.3364 0.9811
O1 0.0909 2.7561 -1.4378
H6 2.2806 -2.6235 0.6956
N2 -3.2941 -0.6917 0.1978
C5 6.9696 -1.2610 -0.1360
C6 3.1039 0.5899 -0.0666
C7 -6.1186 -1.1599 -0.6397
C8 5.6165 -0.6173 -0.1366
S1 -3.1728 2.0295 0.5130
H7 7.5806 -0.8798 -0.9511
C9 2.0442 -1.5630 0.7215
O2 -2.8763 -2.8747 -0.5116
H8 1.7365 -1.2952 1.7322
H9 7.4838 -1.0416 0.8002
C10 5.4584 0.7008 -0.5481
H10 -2.3988 3.1349 -1.4773
C11 4.2145 1.2966 -0.5138
C12 -5.7073 -0.4536 0.6459
N3 -1.7798 -0.9939 -1.3252
H11 -5.4290 -0.9270 -1.4483
C13 -4.3452 -0.9332 1.1515
C14 3.2292 -0.7473 0.3140
H12 1.6218 1.8206 -0.8783
H13 -2.1026 4.0691 0.0092
H14 -0.8253 2.0262 1.4899
C15 4.4952 -1.3184 0.2800
H15 -6.4411 -0.6516 1.4283
O3 1.1705 0.8785 2.0886
N4 -1.8316 0.3503 -1.0909
H16 -5.6726 0.6263 0.4845
H17 -7.1145 -0.8463 -0.9418
H18 6.3136 1.2630 -0.8931
H19 -1.1482 -1.3601 -2.0162
C16 -0.6036 2.5933 -0.4589
H20 4.6033 -2.3514 0.5799
H21 6.8873 -2.3410 -0.2301
N5 1.8560 1.2544 -0.0650

The total energy comes out at -1520.07230 Ha. The value obtained for the HOMO energy is -8.520 eV. Its HOMO-LUMO gap is 8.87 eV. The SMILES is CCCn1c(SCC(=O)NC(=O)Nc2ccc(C)cc2C)n[nH]c1=O. The relative energy (zero: lowest compared OMol25 entry of this formula, charge and spin) is 43.9 kJ/mol.

Entry 3:
The following is a DFT calculation (ωB97M-V/def2-TZVPD) of C16H21N5O3S2 in the gas phase at a distorted geometry.

Geometry (Å):
H1 -0.7270 -2.7851 -1.5904
H2 -2.4356 -1.0834 -2.4024
H3 -1.4034 -0.7415 1.4927
O1 -3.2267 1.0945 -2.2047
C1 -2.5341 -1.6316 -1.4656
H4 -2.1750 -2.0583 2.3869
C2 0.6629 1.7985 -0.3117
H5 1.8419 3.1482 2.5992
H6 -0.3377 -2.8899 0.8857
C3 2.3600 -1.3233 1.7278
C4 2.0140 2.7497 1.6035
C5 0.7151 2.3206 0.9898
C6 -2.0240 -1.6348 1.3928
C7 3.6209 0.6317 -2.3001
S1 4.6299 0.3892 -0.7825
C8 -1.3215 -2.6416 0.4841
H7 2.6955 1.9018 1.6925
O2 -4.3036 1.4101 -0.0026
S2 -3.2392 0.8601 -0.7913
H8 -4.0307 -2.1423 0.7804
H9 -0.5036 -1.1901 -0.8755
H10 -0.6065 1.0284 -1.8734
C9 -1.1700 -2.0517 -0.9158
H11 -3.1472 -2.5236 -1.6444
N1 1.8620 1.6644 -1.0325
H12 -0.4411 2.8203 2.7107
H13 2.6876 -1.9926 -1.2241
H14 2.6436 2.1933 -0.6666
H15 1.9362 -1.4391 2.7028
N2 2.7902 -1.6189 -0.2927
H16 3.9717 1.5652 -2.7387
N3 2.0436 -2.0880 0.7122
H17 -1.9158 -3.5571 0.4324
C10 -1.6956 1.4753 -0.1035
C11 -0.4679 2.4148 1.7103
O3 1.3548 -0.1015 -2.3908
C12 -1.6721 1.9844 1.1784
H18 -2.5940 2.0486 1.7331
H19 2.4957 3.5283 1.0108
C13 2.1427 0.6964 -1.9352
N4 3.2601 -0.3661 1.4307
C14 -0.5471 1.3963 -0.8632
H20 3.7948 -0.1859 -2.9994
H21 -3.8740 -0.4730 1.3637
N5 -3.2619 -0.7748 -0.5607
C15 -3.3804 -1.2593 0.7921
C16 3.5125 -0.5664 0.1550

The total energy comes out at -1918.19978 Ha. The value obtained for the HOMO energy is -8.918 eV. Its HOMO-LUMO gap is 9.14 eV. The SMILES is Cc1ccc(S(=O)(=O)N2CCCCC2)cc1NC(=O)CSc1ncn[nH]1. The relative energy (zero: lowest compared OMol25 entry of this formula, charge and spin) is 50.1 kJ/mol.

Entry 4:
The following is a DFT calculation (ωB97M-V/def2-TZVPD) of C16H21NO3 in the gas phase at a distorted geometry.

Geometry (Å):
C1 3.4591 0.8952 0.9376
C2 3.4131 0.6395 -1.4282
O1 5.6659 -0.3556 1.1611
H1 -2.8412 -4.5951 0.5485
H2 -2.2709 3.2244 1.8436
H3 1.2115 -3.6860 0.1666
H4 -3.9984 0.1707 -0.1928
O2 -1.0553 -3.4720 -0.0176
H5 -2.9838 -3.0542 -0.5951
H6 -0.2143 1.0840 -0.6111
H7 2.9234 -0.1906 -2.2236
C3 -2.5499 -3.4850 0.3357
H8 -3.4221 1.7217 -1.7684
C4 1.8131 -1.7798 0.0383
C5 2.5370 0.7745 -0.2320
H9 1.9247 1.5151 -0.2772
H10 5.2952 -0.3443 -1.6098
H11 3.7011 1.7476 1.1323
H12 3.0732 0.3829 1.8591
H13 -3.9477 2.7810 1.2354
H14 -1.4393 0.9081 1.5714
C6 -2.7679 2.4678 0.9173
C7 -2.2996 2.6946 -0.2435
C8 0.9547 -2.8778 -0.1149
H15 3.5539 1.5056 -1.9119
H16 -2.9364 -2.7868 1.2522
H17 2.9154 -1.9131 0.3299
C9 0.0758 -0.0889 -0.3680
O3 -2.1754 -0.9366 -0.3451
C10 -2.4829 0.8156 1.1650
C11 -0.9196 -1.0859 -0.2920
H18 -1.8691 1.2043 -1.7400
C12 1.3655 -0.5028 0.0148
C13 -0.3819 -2.4757 -0.0706
H19 -1.1104 2.6987 -0.2863
C14 -2.8924 0.5536 -0.0611
H20 -2.7054 3.6151 -0.9109
C15 -2.6425 1.4039 -1.0628
H21 -3.1859 0.6365 2.2489
N1 4.5975 0.1450 -0.9503
C16 4.6122 0.0449 0.5554

The total energy comes out at -902.26261 Ha. The value obtained for the HOMO energy is -6.970 eV. Its HOMO-LUMO gap is 7.32 eV. The SMILES is COc1ccc([C@@H]2CNC(=O)C2)cc1OC1CCCC1. The relative energy (zero: lowest compared OMol25 entry of this formula, charge and spin) is 1454.9 kJ/mol.